## w
This record from the Open Molecules 2025 dataset describes a cluster of 2 separate species, C7H9N3O in total. The level of theory is wB97M-V/def2-TZVPD.

Each line ends with the Löwdin charge.
CARTESIAN COORDINATES (ANGSTROEM)
O (1.345, 2.517, -0.561)  0.176
N (-0.539, 2.610, 0.786)  0.216
N (1.846, -0.538, -0.914)  0.077
N (2.868, -1.689, 0.659)  0.062
C (0.373, 2.539, 0.034)  -0.457
C (-0.450, -0.304, -0.325)  -0.114
C (-2.923, 0.131, 0.060)  -0.107
C (3.013, -1.128, -0.512)  -0.175
C (1.601, -1.481, 0.961)  -0.133
C (-1.604, -0.568, 0.286)  -0.149
C (0.833, -0.868, -0.050)  -0.225
H (-1.526, -1.219, 1.161)  0.115
H (-3.912, -0.397, -0.165)  0.101
H (3.799, -1.171, -1.177)  0.094
H (-2.818, 0.834, -0.736)  0.058
H (-1.313, 1.989, 0.771)  0.041
H (-0.487, 0.320, -1.197)  0.110
H (1.764, -0.109, -1.827)  0.156
H (-3.124, 0.621, 0.998)  0.063
H (1.253, -2.088, 1.750)  0.091

- gap between HOMO and LUMO (eV) = 8.79


## x
This record from the Open Molecules 2025 dataset describes a cluster of 2 separate species, C7H9N3O in total. The level of theory is wB97M-V/def2-TZVPD.

Each line ends with the Löwdin charge.
CARTESIAN COORDINATES (ANGSTROEM)
O (-2.690, -0.018, -0.309)  -0.042
N (2.091, -0.933, 0.788)  0.032
N (0.239, 1.987, 0.139)  0.062
N (1.980, 0.965, -0.740)  0.119
C (-1.619, -0.658, -0.475)  -0.174
C (1.527, 0.233, 0.332)  -0.407
C (-3.412, 0.218, 0.743)  -0.038
C (-1.048, -1.752, -0.883)  0.031
C (0.435, 0.865, 0.885)  -0.068
C (2.962, -1.532, 0.096)  -0.044
C (1.200, 1.995, -0.821)  -0.200
H (-0.175, 0.602, 1.722)  0.117
H (-3.279, -0.329, 1.660)  0.065
H (-4.147, 0.989, 0.642)  0.051
H (3.305, -1.196, -0.883)  0.072
H (1.294, 2.775, -1.550)  0.114
H (-0.479, 2.677, 0.285)  0.151
H (3.396, -2.433, 0.506)  0.060
H (-1.604, -2.636, -1.183)  0.062
H (0.023, -1.821, -0.955)  0.037

- gap between HOMO and LUMO (eV) = 7.39


The structure shown above that is least stable: x.